1.
Entry from the OMol25 dataset: a single C4H4N2O2 molecule (ωB97M-V/def2-TZVPD).

Net charge: 0
Orbital gap (eV): 8.83

```
12
C4H4N2O2 (ωB97M-V/def2-TZVPD)
O 2.8046 -0.2425 -0.0002
N 1.7109 0.6419 -0.2053
C 0.5467 0.1692 0.1298
C -0.3685 1.3376 0.0900
C -1.7310 1.0428 0.0078
O -2.1025 -0.3688 -0.0935
C -1.1802 -1.2709 -0.0563
N 0.0881 -1.1303 0.0408
H 2.4421 -1.2327 0.4527
H 0.0688 2.3859 0.0675
H -2.6053 1.7557 0.2073
H -1.7171 -2.2722 0.1457
```

---

2.
Entry from the OMol25 dataset: a single C4H4N2O2 molecule (ωB97M-V/def2-TZVPD).

Net charge: 0
Orbital gap (eV): 8.80

```
12
C4H4N2O2 (ωB97M-V/def2-TZVPD)
C 2.0887 0.0216 -0.1113
C 0.7449 -0.0759 0.0259
N -0.0733 1.0360 0.0288
C -1.4482 0.8063 -0.0706
O -2.3000 1.6479 -0.0923
C -1.5174 -0.6821 -0.0161
O -2.3878 -1.5432 -0.0114
N -0.2006 -1.0949 -0.0607
H 2.5208 -0.9783 0.0027
H 2.5555 0.9401 -0.1694
H 0.0858 2.0608 0.4424
H -0.0685 -2.1383 0.0318
```

---

2 wins, 351.1 kJ/mol ahead of the next structure.

---

1.
Entry from the OMol25 dataset: a single C4H4N2O2 molecule (ωB97M-V/def2-TZVPD).

Net charge: 0
Orbital gap (eV): 9.98

```
12
C4H4N2O2 (ωB97M-V/def2-TZVPD)
C -1.1347 0.3582 0.4888
C -0.4691 1.4982 0.4706
O 0.8343 1.7696 0.1194
C 1.3055 0.6030 -0.3972
N 0.6695 -0.1553 -1.2125
N 0.9737 -1.5286 -1.0776
C 0.0403 -1.8389 -0.3015
O -1.0782 -1.0065 0.0702
H -2.2250 0.5476 0.6982
H -1.0006 2.4336 0.7518
H 2.1170 0.2460 0.3516
H -0.0327 -2.9271 0.0383
```

---

2.
Entry from the OMol25 dataset: a single C4H4N2O2 molecule (ωB97M-V/def2-TZVPD).

Net charge: 0
Orbital gap (eV): 9.00

```
12
C4H4N2O2 (ωB97M-V/def2-TZVPD)
H 2.2754 1.4733 -0.1681
N 1.9309 0.8907 0.6431
C 0.7053 0.5385 0.2304
C 0.0085 1.5531 -0.5004
C -0.0750 2.5717 -1.3474
N 0.1745 -0.6693 1.1146
O -1.2673 -0.7016 0.6551
C -1.3520 -2.0394 0.2614
O -0.4741 -2.8641 0.3504
H -0.4441 3.4564 -1.8059
H 0.7787 -1.6764 0.8279
H -2.2608 -2.5331 -0.2611
```

---

1 wins, 216.6 kJ/mol ahead of the next structure.

---

1.
Entry from the OMol25 dataset: a single C4H4N2O2 molecule (ωB97M-V/def2-TZVPD).

Net charge: 0
Orbital gap (eV): 10.76

```
12
C4H4N2O2 (ωB97M-V/def2-TZVPD)
O 2.1457 -1.2704 -0.2291
C 1.0017 -0.7596 -0.1057
N -0.1906 -1.2788 0.3158
C -1.2670 -0.5980 -0.2395
O -2.3323 -1.1690 -0.2593
N -0.7234 0.6342 -0.7297
C -0.2601 1.2980 0.4144
C 0.8922 0.7902 -0.3009
H 0.0020 -2.4413 0.2969
H -0.3318 2.4171 0.3471
H -0.4965 1.0251 1.5332
H 1.5601 1.3525 -1.0431
```

---

2.
Entry from the OMol25 dataset: a single C4H4N2O2 molecule (ωB97M-V/def2-TZVPD).

Net charge: 0
Orbital gap (eV): 10.01

```
12
C4H4N2O2 (ωB97M-V/def2-TZVPD)
C 2.0959 0.7542 -0.6058
N 1.2243 0.1555 0.0705
C 0.1463 0.8297 0.6478
O 0.2178 1.8768 1.2205
N -1.0192 0.0609 0.5892
C -1.1926 -1.4055 0.4022
C -1.8471 -0.3753 -0.3946
O -2.5320 -0.0277 -1.2923
H 2.9556 0.1796 -0.9500
H 2.0281 1.8054 -0.8822
H -0.3804 -1.9724 -0.0380
H -1.6967 -1.8812 1.2327
```

---

2 wins, 25.7 kJ/mol ahead of the next structure.

---

1.
Entry from the OMol25 dataset: a 2-piece molecular cluster, C4H9NO2S overall (ωB97M-V/def2-TZVPD).

Net charge: 0
Orbital gap (spin up / spin down) (eV): 8.40 / 7.67

```
17
C4H9NO2S (ωB97M-V/def2-TZVPD)
C -0.1615 1.0168 1.2738
C -0.6090 0.9400 0.0158
C 1.0601 -2.2138 -1.1873
C -0.8255 1.7150 -1.1958
N 0.1050 2.8821 -1.1695
O -0.7383 -2.2662 0.9342
O -0.2977 -2.1707 -1.5908
S -1.3028 -1.8040 -0.3417
H -0.4730 0.1679 1.8405
H 0.1643 1.9955 1.6689
H 1.2218 -1.2471 -0.5980
H 1.5819 -2.1135 -2.2315
H 1.4743 -3.1243 -0.7156
H -1.9121 2.1187 -1.0925
H -0.8411 1.0365 -2.0718
H 1.0659 2.6324 -1.3973
H 0.0333 3.5433 -0.3905
```

---

2.
Entry from the OMol25 dataset: a single C4H9NO2S molecule (ωB97M-V/def2-TZVPD).

Net charge: 0
Orbital gap (eV): 9.39

```
17
C4H9NO2S (ωB97M-V/def2-TZVPD)
C -3.5012 0.5792 -0.2919
C 0.4881 -0.2419 0.8301
C -2.2881 0.0276 -0.4192
C 2.1821 0.2812 -0.8541
N 1.8634 -0.3278 0.4036
O -0.2684 -2.8056 0.8281
O -1.8733 -1.0169 0.3176
S -0.4164 -1.6673 -0.0260
H -3.7003 1.5026 -0.7791
H -4.1873 0.1578 0.4239
H 0.1142 0.7467 0.8019
H 0.4693 -0.3657 1.8487
H -1.5159 0.4203 -1.0524
H 1.6052 -0.2383 -1.7714
H 1.9051 1.2775 -0.9812
H 3.2422 0.1196 -1.0402
H 2.0925 -1.3879 0.5574
```

---

3.
Entry from the OMol25 dataset: a 2-piece molecular cluster, C4H9NO2S overall (ωB97M-V/def2-TZVPD).

Net charge: 0
Orbital gap (eV): 9.46

```
17
C4H9NO2S (ωB97M-V/def2-TZVPD)
C 0.7142 1.1963 -0.8349
C -0.2985 0.3594 -0.6919
C -1.3451 0.4950 0.3748
C -1.4486 -0.8175 1.2389
N -0.5846 -0.6774 -1.6698
O 0.2933 -0.9769 -2.4381
O -1.7476 -1.1706 -1.6578
H 1.5578 1.0451 -1.5398
H 0.8323 1.9368 -0.0532
H -1.1393 1.4328 0.8755
H -2.2871 0.5836 -0.0621
H -1.9591 -1.5816 0.7153
H -0.4432 -0.9324 1.5297
H -1.8996 -0.3901 2.0505
S 2.9224 0.1719 1.0698
H 4.0493 -0.3814 1.2808
H 2.7833 -0.2932 -0.1878
```

---

4.
Entry from the OMol25 dataset: a single C4H9NO2S molecule (ωB97M-V/def2-TZVPD).

Net charge: 0
Orbital gap (eV): 9.59

```
17
C4H9NO2S (ωB97M-V/def2-TZVPD)
O -0.7871 -0.1556 -2.1479
C -1.3770 -0.3073 -1.1154
C -0.5803 0.0304 0.2125
C -0.6607 1.5659 0.3983
S -1.9632 1.9342 1.6125
N 0.8190 -0.2906 0.0270
C 1.2420 -1.6601 -0.0239
O 2.6213 -1.8033 0.0241
H -2.4247 -0.6129 -0.9680
H -0.8837 -0.5611 1.0760
H 0.3088 1.8658 0.8098
H -0.6781 2.0146 -0.5935
H -1.8833 3.3140 1.6346
H 1.4180 0.2475 -0.5786
H 0.8936 -2.1983 0.8851
H 0.8081 -2.2726 -0.8479
H 3.1273 -1.1105 -0.4048
```

---

4 wins, 146.7 kJ/mol ahead of the next structure.

---

1.
Entry from the OMol25 dataset: C4H9NO2S as an isolated structure (ωB97M-V/def2-TZVPD).

Net charge: 0
Orbital gap (eV): 4.36

```
17
C4H9NO2S (ωB97M-V/def2-TZVPD)
O -2.2630 -0.6177 0.5752
C -1.1032 -0.0106 0.2431
N -0.0561 0.1492 1.1849
C 0.9646 1.1894 0.8523
O 0.5217 2.1952 0.1638
C -0.4885 -0.6611 -1.2092
C -1.2006 0.6054 -1.2234
S 2.2939 -1.8709 0.3014
H 0.4812 -0.7258 1.2700
H 1.3640 1.4772 1.8433
H 1.8045 0.6337 0.3049
H -2.0512 0.6338 0.6899
H -1.0244 -1.5717 -1.4721
H 0.5924 -0.6730 -1.2011
H -0.6392 1.5026 -1.4712
H -2.2503 0.6179 -1.4882
H 3.0541 -2.8735 0.6363
```

---

2.
Entry from the OMol25 dataset: a single C4H9NO2S molecule (ωB97M-V/def2-TZVPD).

Net charge: 0
Orbital gap (eV): 9.82

```
17
C4H9NO2S (ωB97M-V/def2-TZVPD)
C -1.0717 0.2243 1.4965
C 0.0718 -0.3696 0.7199
C -0.3441 -1.0286 -0.6594
S -1.1708 -2.6034 -0.3099
N 1.1776 0.5625 0.4311
C 0.8670 1.6764 -0.3080
O -0.0289 1.8684 -1.0789
O 1.8524 2.6127 -0.1040
H -1.5412 1.0087 0.8894
H -1.8884 -0.4535 1.6999
H -0.8184 0.6522 2.4681
H 0.5397 -1.1731 1.3021
H 0.3878 -1.1790 -1.4419
H -1.1289 -0.3462 -0.9957
H -0.1341 -3.2668 0.2387
H 1.8432 0.7495 1.1611
H 1.6433 3.4223 -0.5848
```

---

2 wins, 1053.5 kJ/mol ahead of the next structure.

---

1.
Entry from the OMol25 dataset: a single C7H14N2 molecule (ωB97M-V/def2-TZVPD).

Net charge: 0
Orbital gap (spin up / spin down) (eV): 5.91 / 6.88

```
23
C7H14N2 (ωB97M-V/def2-TZVPD)
C 0.1990 -1.3189 0.7320
C 2.0911 0.3052 -1.1118
C -1.5706 -0.9990 -1.1176
C -0.8020 0.2232 2.6167
C 0.5737 0.3832 -0.9325
C -0.1235 -0.9189 -0.7061
C -0.0465 0.0016 1.3546
N 0.0148 1.1672 -1.9907
N 0.2802 1.0282 0.5570
H -0.9749 1.3335 -1.8654
H 0.4966 2.0476 -2.1214
H 0.6452 1.8874 0.9685
H -0.4658 -2.0885 1.1278
H 1.2371 -1.6545 0.8727
H 2.3247 -0.2233 -2.0338
H 2.5388 1.3030 -1.1570
H 2.5558 -0.2191 -0.2783
H -1.6618 -1.0429 -2.2055
H -2.0340 -1.9031 -0.7185
H -2.2127 -0.1526 -0.7878
H -0.6236 1.2218 3.0218
H -1.8770 0.1477 2.4051
H -0.5646 -0.5288 3.3702
```

---

2.
Entry from the OMol25 dataset: C7H14N2 as an isolated structure (ωB97M-V/def2-TZVPD).

Net charge: 0
Orbital gap (spin up / spin down) (eV): 6.70 / 6.71

```
23
C7H14N2 (ωB97M-V/def2-TZVPD)
C -0.9389 -0.2136 -0.1215
C -0.5667 1.2070 0.1397
C -1.7626 -0.8509 0.9989
C -1.5581 -0.4972 -1.4867
C 2.2352 1.3847 0.1914
C 1.1658 0.5424 0.8517
C 1.1586 -1.3152 -0.9892
N 0.4966 -0.7717 -0.0343
N 1.2893 0.3189 2.1162
H 0.6068 -0.3549 2.4574
H -1.0444 1.7153 0.9698
H -0.3844 1.8067 -0.7479
H -2.8104 -0.5637 0.8821
H -1.6888 -1.9416 0.9822
H -1.4363 -0.4993 1.9777
H -0.9789 -0.0395 -2.2911
H -1.6585 -1.5704 -1.6775
H -2.5567 -0.0580 -1.5169
H 3.2257 0.9460 0.3464
H 2.2333 2.3651 0.6674
H 2.0465 1.5160 -0.8744
H 2.1520 -0.9781 -1.2698
H 0.7751 -2.1478 -1.5714
```

---

1 wins, 112.5 kJ/mol ahead of the next structure.